No. 1
C24H43Cl2CuN4O4SSi as an isolated structure at a distorted geometry. Source: the OMol25 dataset; level of theory: ωB97M-V/def2-TZVPD.

Geometry as XYZ:
```
80
Properties=species:S:1:pos:R:3:mulliken_charge:R:1
C 0.49 1.48 -3.40 -1.320
C -0.86 1.74 -2.84 0.299
H 0.42 0.96 -4.36 0.458
H 1.08 0.85 -2.72 -0.034
H 1.06 2.40 -3.57 0.271
C -1.97 1.83 -3.59 0.062
C -2.03 1.66 -5.06 -1.489
H -2.94 2.04 -3.11 0.414
H -1.10 1.28 -5.49 0.356
H -2.26 2.62 -5.56 0.281
H -2.83 0.96 -5.32 0.296
Cu 0.22 -0.27 0.44 -0.751
Cl 2.01 -0.55 -0.80 -0.717
C -1.47 1.57 2.12 -0.594
O -1.25 0.40 1.70 -0.310
N -2.53 1.87 2.89 0.823
C -3.39 0.86 3.51 -1.020
C -2.90 3.25 3.22 -1.123
H -0.79 2.40 1.91 0.562
H -2.98 -0.13 3.32 0.209
H -4.40 0.97 3.11 0.276
H -3.39 1.06 4.59 0.365
H -2.19 3.94 2.78 0.272
H -2.92 3.36 4.31 0.350
H -3.91 3.44 2.82 0.375
H 1.52 -1.65 5.40 0.257
H 3.93 -0.79 5.01 0.319
C 1.71 -2.22 4.48 -0.972
C 3.94 -1.28 4.02 -0.935
N 2.56 -1.48 3.58 0.309
H 0.75 -2.41 3.99 0.247
C 2.06 -0.87 2.51 0.321
O 0.88 -1.09 2.10 -0.321
H 4.47 -0.67 3.28 0.290
H 2.70 -0.13 2.01 0.299
H 2.19 -3.15 4.76 0.359
H 4.43 -2.26 4.12 0.304
H -0.84 -1.28 -2.89 0.185
H -3.40 -0.57 -2.73 0.094
C -1.10 -2.16 -2.31 -0.953
C -3.49 -1.57 -2.28 -0.763
N -2.31 -1.92 -1.53 0.335
H -0.29 -2.42 -1.63 0.180
C -2.30 -1.98 -0.19 0.157
O -1.30 -2.12 0.50 -0.445
H -4.36 -1.58 -1.61 0.297
H -3.31 -1.94 0.26 0.240
H -1.29 -2.98 -3.01 0.383
H -3.64 -2.29 -3.10 0.341
O -0.92 0.51 -0.89 0.583
C -0.97 1.81 -1.33 0.021
C -3.40 1.88 -0.51 0.487
C -2.20 2.54 -0.79 0.130
H -3.44 0.79 -0.59 -0.027
C -4.52 2.62 -0.15 -0.688
H -0.09 2.40 -1.03 0.263
C -2.09 3.91 -0.62 -0.164
H -5.47 2.10 0.02 0.383
C -4.43 4.01 -0.04 -0.593
C -3.21 4.66 -0.26 -0.767
H -1.11 4.35 -0.80 0.426
H -5.32 4.59 0.20 0.361
H -3.13 5.74 -0.18 0.373
Si 5.28 -2.98 -1.95 0.610
Cl 4.23 -2.16 -3.53 -0.322
C 4.46 -4.63 -1.59 -0.950
C 5.29 -1.60 -0.69 -0.246
C 7.11 -3.45 -2.33 -1.001
H 3.37 -4.50 -1.64 0.259
H 4.73 -5.03 -0.61 0.326
H 4.75 -5.38 -2.35 0.275
H 7.20 -4.27 -3.06 0.269
H 7.60 -3.79 -1.39 0.308
H 7.70 -2.60 -2.71 0.269
H 4.26 -1.24 -0.60 -0.186
H 5.91 -0.77 -1.06 0.283
H 5.65 -1.89 0.31 0.292
S -0.55 0.11 5.79 -0.613
C 0.09 1.12 4.73 0.500
N 0.59 1.95 4.03 -0.701
```

Output
* molecular weight: 646.24 Da
* HOMO level (spin up / spin down): -4.5 / -4.5 eV
* spin multiplicity: 2
* lowest unoccupied orbital energy (spin up / spin down): 2.5295 / 2.5280 eV
* total charge: -1
* HOMO-LUMO gap (spin up / spin down): 0.25688 / 0.25683 Ha

---

No. 2
A 2-piece molecular cluster, C24H43ClF3IN2O3S overall at a distorted geometry. Source: the OMol25 dataset; level of theory: ωB97M-V/def2-TZVPD.

Geometry as XYZ:
```
78
Properties=species:S:1:pos:R:3:mulliken_charge:R:1
C -4.29 0.79 4.47 -1.339
C -4.57 1.25 3.03 -0.500
C -4.32 0.14 1.98 -0.632
C -3.91 0.67 0.59 -1.764
C -2.39 0.71 0.25 2.367
Cl -2.26 2.15 -0.84 -0.140
C -1.60 0.86 1.57 -0.841
O -1.59 1.79 2.30 -0.539
N -0.86 -0.37 1.78 -0.126
C -0.43 -0.66 0.40 -0.971
I 0.90 1.07 0.01 0.038
C 0.52 -1.86 0.23 -1.253
O 0.46 -2.65 1.44 -0.501
C 1.15 -3.79 1.47 0.841
F 1.95 -3.83 2.53 -0.274
F 0.32 -4.84 1.56 -0.271
F 1.91 -3.98 0.38 -0.268
C -1.79 -0.62 -0.37 0.823
C -1.84 -0.77 -1.90 -1.917
C -0.86 -0.07 -2.86 -0.863
C 0.32 -0.97 -3.31 1.136
C 0.19 -1.25 -4.82 -1.995
C 1.72 -0.38 -3.04 -0.220
C 1.88 1.08 -3.47 0.217
C 3.28 1.67 -3.39 -1.317
C 4.13 1.60 -2.33 0.815
C 4.59 0.33 -1.66 -1.003
C 4.70 2.86 -1.71 -1.056
N -2.75 -1.63 0.16 -0.295
C -2.32 -3.02 0.28 0.066
C -3.54 -3.94 0.39 -1.519
H -3.77 1.54 5.05 0.292
H -3.76 -0.16 4.50 0.335
H -5.24 0.60 4.98 0.369
H -5.63 1.50 2.95 0.513
H -4.02 2.15 2.77 0.339
H -3.64 -0.63 2.36 0.228
H -5.27 -0.38 1.84 0.448
H -4.24 1.71 0.57 0.674
H -4.46 0.18 -0.22 0.354
H -1.43 -1.10 2.18 0.569
H 1.55 -1.53 0.11 1.155
H 0.19 -2.47 -0.60 0.283
H -2.85 -0.44 -2.17 0.601
H -1.80 -1.84 -2.15 0.584
H -0.52 0.90 -2.50 0.317
H -1.44 0.13 -3.76 0.569
H 0.26 -1.96 -2.84 0.147
H -0.06 -0.34 -5.37 0.424
H -0.64 -1.94 -4.98 0.475
H 1.09 -1.72 -5.22 0.418
H 2.02 -0.48 -2.00 -0.746
H 2.44 -0.95 -3.63 0.552
H 1.55 1.19 -4.51 0.358
H 1.26 1.74 -2.86 0.068
H 3.62 2.24 -4.25 0.396
H 5.65 0.21 -1.89 0.398
H 4.49 0.38 -0.57 0.159
H 4.03 -0.55 -1.98 0.246
H 5.78 2.99 -1.84 0.341
H 4.53 2.76 -0.63 0.166
H 4.15 3.73 -2.05 0.348
H -3.52 -1.64 -0.50 0.603
H -1.75 -3.13 1.21 0.203
H -1.67 -3.37 -0.53 0.119
H -3.80 -4.40 -0.55 0.354
H -3.34 -4.73 1.12 0.419
H -4.38 -3.36 0.80 0.305
C 2.31 3.51 3.25 -0.796
S 3.94 3.84 2.59 0.345
O 3.96 3.33 1.19 -0.564
C 4.81 2.62 3.59 -0.894
H 1.60 4.14 2.71 0.292
H 2.06 2.46 3.08 0.145
H 2.28 3.75 4.31 0.440
H 4.38 1.64 3.41 0.236
H 4.72 2.89 4.65 0.387
H 5.85 2.64 3.30 0.326
```

Output
* molecular weight: 659.04 Da
* HOMO level: -7.3 eV
* lowest unoccupied orbital energy: 0.2357 eV
* HOMO-LUMO gap: 0.27516 Ha

---

No. 3
One molecule with the formula C24H43ClN2O6. Source: the OMol25 dataset; level of theory: ωB97M-V/def2-TZVPD.

Geometry as XYZ:
```
76
Properties=species:S:1:pos:R:3:mulliken_charge:R:1
C 1.12 4.39 -0.15 -0.957
C -0.19 4.21 0.64 -0.743
C -1.23 3.31 -0.05 -0.082
C -1.30 1.89 0.53 -0.615
O -1.53 0.97 -0.54 -0.309
C -1.20 -0.42 -0.43 0.952
C -1.00 -0.87 1.03 -1.792
C -1.31 -2.34 1.31 -0.449
C -0.51 -2.82 2.54 -0.419
C -1.12 -4.11 3.06 0.065
O -0.95 -5.15 2.50 -0.568
O -1.92 -4.08 4.14 -0.362
C -1.86 -3.00 5.08 -0.268
C -0.49 -2.89 5.77 -0.922
N -2.34 -1.14 -1.00 -0.133
C -2.03 -1.59 -2.30 -0.785
O -2.73 -2.33 -2.92 -0.619
C -0.71 -1.01 -2.76 0.801
C -0.96 0.17 -3.75 -1.483
C -2.42 0.56 -4.01 -0.378
C -2.52 1.95 -4.64 -0.918
N -2.20 3.02 -3.68 -0.562
C 0.02 -0.72 -1.42 2.011
C 1.00 0.46 -1.46 -2.487
C 1.81 0.76 -0.17 1.156
C 3.29 1.11 -0.41 -1.050
C 4.29 0.08 0.17 -0.991
O 3.79 -0.67 1.26 -0.275
C 3.72 0.08 2.45 -0.680
C 0.77 -2.01 -1.01 -1.168
C 2.14 -2.26 -1.63 0.364
O 3.09 -2.59 -1.02 -0.443
Cl 2.29 -2.12 -3.41 -0.211
H 1.16 3.74 -1.02 0.266
H 1.24 5.42 -0.49 0.397
H 2.00 4.16 0.47 0.182
H -0.64 5.19 0.83 0.426
H 0.04 3.79 1.63 0.284
H -2.22 3.77 0.02 0.562
H -1.01 3.22 -1.12 -0.221
H -0.37 1.66 1.06 0.205
H -2.12 1.83 1.25 0.320
H 0.03 -0.65 1.33 -0.306
H -1.66 -0.27 1.66 1.069
H -1.08 -2.98 0.46 0.308
H -2.38 -2.45 1.50 0.551
H -0.47 -2.02 3.28 0.593
H 0.51 -3.06 2.25 0.122
H -2.15 -2.07 4.60 0.233
H -2.63 -3.25 5.81 0.364
H -0.51 -3.34 6.76 0.327
H 0.29 -3.38 5.19 0.289
H -0.20 -1.84 5.89 0.301
H -3.14 -0.51 -1.05 0.545
H -0.21 -1.79 -3.32 1.053
H -0.42 1.05 -3.41 0.475
H -0.51 -0.10 -4.71 0.410
H -2.99 0.59 -3.08 0.239
H -2.88 -0.17 -4.67 0.423
H -1.86 2.01 -5.51 0.355
H -3.54 2.10 -5.00 0.395
H -1.39 3.55 -3.98 0.310
H -1.95 2.61 -2.78 0.140
H 0.46 1.37 -1.72 0.197
H 1.70 0.28 -2.29 1.023
H 1.75 -0.07 0.53 -0.269
H 1.33 1.61 0.32 -0.526
H 3.46 1.19 -1.48 0.432
H 3.51 2.10 0.00 0.363
H 5.20 0.62 0.50 0.582
H 4.60 -0.63 -0.59 0.341
H 3.62 -0.63 3.28 0.205
H 4.64 0.66 2.61 0.336
H 2.86 0.76 2.47 0.209
H 0.16 -2.88 -1.28 0.964
H 0.99 -2.04 0.05 -0.153
```

Output
* molecular weight: 491.07 Da
* HOMO level: -9.4 eV
* SMILES: CCCCO[C@@]1(CCCC(=O)OCC)NC(=O)[C@@H](CCCN)[C@]1(CCCCOC)CC(=O)Cl
* lowest unoccupied orbital energy: 0.2638 eV
* HOMO-LUMO gap: 0.35352 Ha

---

Please write out number 3 again, unchanged.
One molecule with the formula C24H43ClN2O6. Source: the OMol25 dataset; level of theory: ωB97M-V/def2-TZVPD.

Geometry as XYZ:
```
76
Properties=species:S:1:pos:R:3:mulliken_charge:R:1
C 1.12 4.39 -0.15 -0.957
C -0.19 4.21 0.64 -0.743
C -1.23 3.31 -0.05 -0.082
C -1.30 1.89 0.53 -0.615
O -1.53 0.97 -0.54 -0.309
C -1.20 -0.42 -0.43 0.952
C -1.00 -0.87 1.03 -1.792
C -1.31 -2.34 1.31 -0.449
C -0.51 -2.82 2.54 -0.419
C -1.12 -4.11 3.06 0.065
O -0.95 -5.15 2.50 -0.568
O -1.92 -4.08 4.14 -0.362
C -1.86 -3.00 5.08 -0.268
C -0.49 -2.89 5.77 -0.922
N -2.34 -1.14 -1.00 -0.133
C -2.03 -1.59 -2.30 -0.785
O -2.73 -2.33 -2.92 -0.619
C -0.71 -1.01 -2.76 0.801
C -0.96 0.17 -3.75 -1.483
C -2.42 0.56 -4.01 -0.378
C -2.52 1.95 -4.64 -0.918
N -2.20 3.02 -3.68 -0.562
C 0.02 -0.72 -1.42 2.011
C 1.00 0.46 -1.46 -2.487
C 1.81 0.76 -0.17 1.156
C 3.29 1.11 -0.41 -1.050
C 4.29 0.08 0.17 -0.991
O 3.79 -0.67 1.26 -0.275
C 3.72 0.08 2.45 -0.680
C 0.77 -2.01 -1.01 -1.168
C 2.14 -2.26 -1.63 0.364
O 3.09 -2.59 -1.02 -0.443
Cl 2.29 -2.12 -3.41 -0.211
H 1.16 3.74 -1.02 0.266
H 1.24 5.42 -0.49 0.397
H 2.00 4.16 0.47 0.182
H -0.64 5.19 0.83 0.426
H 0.04 3.79 1.63 0.284
H -2.22 3.77 0.02 0.562
H -1.01 3.22 -1.12 -0.221
H -0.37 1.66 1.06 0.205
H -2.12 1.83 1.25 0.320
H 0.03 -0.65 1.33 -0.306
H -1.66 -0.27 1.66 1.069
H -1.08 -2.98 0.46 0.308
H -2.38 -2.45 1.50 0.551
H -0.47 -2.02 3.28 0.593
H 0.51 -3.06 2.25 0.122
H -2.15 -2.07 4.60 0.233
H -2.63 -3.25 5.81 0.364
H -0.51 -3.34 6.76 0.327
H 0.29 -3.38 5.19 0.289
H -0.20 -1.84 5.89 0.301
H -3.14 -0.51 -1.05 0.545
H -0.21 -1.79 -3.32 1.053
H -0.42 1.05 -3.41 0.475
H -0.51 -0.10 -4.71 0.410
H -2.99 0.59 -3.08 0.239
H -2.88 -0.17 -4.67 0.423
H -1.86 2.01 -5.51 0.355
H -3.54 2.10 -5.00 0.395
H -1.39 3.55 -3.98 0.310
H -1.95 2.61 -2.78 0.140
H 0.46 1.37 -1.72 0.197
H 1.70 0.28 -2.29 1.023
H 1.75 -0.07 0.53 -0.269
H 1.33 1.61 0.32 -0.526
H 3.46 1.19 -1.48 0.432
H 3.51 2.10 0.00 0.363
H 5.20 0.62 0.50 0.582
H 4.60 -0.63 -0.59 0.341
H 3.62 -0.63 3.28 0.205
H 4.64 0.66 2.61 0.336
H 2.86 0.76 2.47 0.209
H 0.16 -2.88 -1.28 0.964
H 0.99 -2.04 0.05 -0.153
```

Output
* molecular weight: 491.07 Da
* HOMO level: -9.4 eV
* SMILES: CCCCO[C@@]1(CCCC(=O)OCC)NC(=O)[C@@H](CCCN)[C@]1(CCCCOC)CC(=O)Cl
* lowest unoccupied orbital energy: 0.2638 eV
* HOMO-LUMO gap: 0.35352 Ha

---

Which formula does entry 2 have?
C24H43ClF3IN2O3S

---

Which formula does entry 2 have?
C24H43ClF3IN2O3S